The following is a quantum chemistry calculation of a cluster of 3 separate species, C18H33NO10 in total in a non-equilibrium geometry, from OMol25.

Element x y z (Å)
C (3.53210, 2.97641, -0.81234)
C (2.57435, 1.88688, -1.30773)
O (2.23857, 1.07482, -0.17749)
C (1.35243, 0.10132, -0.45906)
O (1.22630, -0.35990, -1.52066)
C (0.57693, -0.31337, 0.76178)
C (-0.41490, -1.43841, 0.47160)
C (-1.87797, -0.94792, 0.58668)
C (-2.76330, -1.32749, -0.58299)
C (-4.14262, -0.74216, -0.32288)
O (-4.09187, 0.66741, -0.20927)
C (-4.77553, 1.35597, -1.23776)
C (-4.17345, 2.76243, -1.35430)
C (-5.17973, 3.87219, -0.99814)
N (-5.28846, 4.15480, 0.43018)
O (-2.31173, -0.76016, -1.80201)
C (-1.78419, -1.69325, -2.70652)
H (3.88600, 2.75008, 0.18330)
H (3.04520, 3.94238, -0.75333)
H (4.38122, 3.08501, -1.47157)
H (1.70897, 2.37705, -1.73573)
H (3.10466, 1.31514, -2.05726)
H (1.32021, -0.65100, 1.48357)
H (0.12123, 0.59082, 1.14974)
H (-0.20413, -1.94726, -0.45606)
H (-0.27827, -2.17103, 1.25677)
H (-1.92075, 0.12953, 0.69415)
H (-2.31205, -1.37055, 1.49297)
H (-2.90561, -2.40733, -0.63853)
H (-4.85879, -1.05670, -1.08065)
H (-4.51310, -1.13221, 0.62548)
H (-4.64216, 0.85854, -2.19560)
H (-5.83984, 1.45143, -1.00680)
H (-3.84005, 2.96180, -2.36787)
H (-3.32818, 2.84957, -0.68124)
H (-4.82200, 4.78027, -1.47344)
H (-6.15349, 3.63271, -1.41861)
H (-5.20417, 3.30815, 0.98137)
H (-4.54100, 4.77455, 0.71253)
H (-2.52295, -2.42492, -3.04833)
H (-0.92614, -2.24134, -2.32014)
H (-1.44514, -1.14704, -3.57706)
O (-2.83009, -2.96424, 3.22043)
C (-1.96010, -3.59507, 3.72473)
O (-1.98343, -4.06168, 4.99937)
C (-0.88129, -4.95686, 5.16362)
C (0.07798, -4.49289, 4.09158)
O (-0.80248, -3.94941, 3.10524)
H (-0.46860, -4.87902, 6.16642)
H (-1.23008, -5.97823, 5.00017)
H (0.74632, -3.70331, 4.44072)
H (0.67232, -5.30167, 3.67351)
O (7.68575, 3.05622, -3.22330)
C (7.67775, 2.16179, -2.44480)
O (8.57996, 1.14475, -2.42322)
C (8.38001, 0.40220, -1.21925)
C (6.94072, 0.71366, -0.87824)
O (6.76183, 2.01161, -1.44930)
H (8.55743, -0.65738, -1.38697)
H (9.07771, 0.76480, -0.46174)
H (6.23875, 0.02194, -1.34833)
H (6.75289, 0.73560, 0.19260)

Cartesian forces, eV/Å:
-0.3 0.1 -0.1
1.5 0.9 0.3
-0.4 0.6 0.0
0.1 0.7 2.9
-0.4 -1.3 -3.4
0.6 -0.5 -0.5
-0.6 0.5 1.1
0.5 -0.6 -0.3
-0.8 0.8 0.4
-0.3 -0.2 0.5
-0.1 -0.2 -0.2
0.7 0.7 0.0
-0.9 0.4 0.0
0.9 -0.1 0.2
-0.3 0.0 0.1
0.3 -0.3 0.0
0.1 -0.1 -0.4
0.2 -0.2 0.2
-0.2 0.2 0.0
0.2 0.0 -0.1
-0.4 -0.4 -0.1
-0.3 -0.4 -0.2
0.1 0.2 0.2
-0.2 0.0 0.2
0.1 0.2 -0.3
0.0 -0.4 0.1
0.0 0.2 -0.1
-0.1 0.0 0.0
0.3 -0.3 -0.2
0.0 0.1 -0.3
0.0 -0.1 0.2
-0.1 -0.4 0.0
-0.2 -0.3 0.0
0.2 -0.2 -0.2
0.3 -0.1 0.0
-0.2 0.3 -0.1
-0.2 0.0 0.0
0.0 0.0 0.0
0.0 -0.1 0.1
-0.2 0.0 0.1
0.1 0.0 0.2
0.1 0.2 -0.2
0.1 -0.1 0.0
-0.1 0.0 0.0
0.1 0.0 -0.2
0.1 -0.2 0.2
0.3 -0.1 0.0
-0.1 0.0 0.2
-0.1 0.1 0.0
0.0 0.0 0.0
0.0 0.0 0.0
-0.1 0.0 -0.2
0.0 -0.1 0.1
0.0 0.1 -0.1
-0.2 0.1 0.1
0.1 -0.2 0.1
-0.2 -0.1 0.2
0.2 -0.1 -0.1
0.0 0.1 -0.2
0.0 0.0 0.0
0.0 0.0 0.0
0.0 0.2 0.0

Frontier orbital gap = 0.339 Eh
SMILES string = CCOC(=O)CCC[C@@H](COCCCN)OC.O=C1OCCO1.O=C1OCCO1
HOMO = -8.818 eV
Maximum force = 3.68 eV/Å

=====

The following is a quantum chemistry calculation of an isolated molecule of C2H3IO in a non-equilibrium geometry, from OMol25.

Element x y z (Å)
C (0.13765, 0.17538, -0.25574)
C (1.16628, -0.40799, -1.11270)
O (1.13736, -1.26245, -1.90202)
I (3.42268, 0.49858, -0.49188)
H (0.40756, -0.25696, 0.73759)
H (-0.85868, -0.20400, -0.60736)
H (0.17627, 1.26909, -0.26496)

Cartesian forces, eV/Å:
-0.9 -0.3 0.6
1.7 -0.4 -0.6
0.2 0.5 0.2
-1.5 -0.5 -0.4
-0.5 0.7 -0.4
0.9 0.3 0.4
0.1 -0.3 0.2

Frontier orbital gap = 0.331 Eh
SMILES string = CC(=O)I
HOMO = -9.293 eV
Maximum force = 1.81 eV/Å

=====

Molar mass across the listed records, respectively: 423.46; 169.95 g/mol.
Relative energy (zero: lowest compared OMol25 entry of this formula, charge and spin) across the listed records, respectively: 0.0; 2.6 kcal per mole.
Electronic energy across the listed records, respectively: -41165.083; -12270.284 eV.